C39H34BF5N4OP2Tm | ωB97M-V with the def2-TZVPD basis set

Properties
- total charge = +1
- multiplicity = 3
- HOMO (spin up / spin down) (Eh) = -0.4109 / -0.4109
- Kohn-Sham gap (spin up / spin down) (eV) = 8.7702 / 8.7988
- largest force on an atom (eV/A) = 2.4
- lowest unoccupied orbital energy (spin up / spin down) (Eh) = -0.089 / -0.088

```
87
C39H34BF5N4OP2Tm | the OMol25 dataset | ωB97M-V with the def2-TZVPD basis set
Tm 0.352 -0.074 0.562
B 1.740 1.583 -1.314
N 2.906 0.977 -0.500
C 4.190 1.344 -0.461
C 4.807 0.677 0.579
C 3.796 -0.088 1.149
N 2.647 0.102 0.493
N 1.141 2.637 -0.365
C 1.414 3.943 -0.276
C 0.794 4.443 0.852
C 0.164 3.341 1.420
N 0.378 2.252 0.679
H 2.114 2.064 -2.321
H 0.877 0.674 -1.478
H 4.592 2.052 -1.156
H 5.834 0.737 0.872
H 3.855 -0.768 1.978
H 2.027 4.433 -1.006
H 0.799 5.453 1.208
H -0.438 3.287 2.306
C -2.886 -2.876 0.828
C -2.903 -1.450 1.395
P -2.452 -0.161 0.117
C -4.006 -0.330 -0.840
C -4.067 -1.053 -2.025
C -5.295 -1.303 -2.617
C -6.459 -0.832 -2.035
C -6.398 -0.086 -0.868
C -5.178 0.165 -0.272
C -2.794 1.468 0.888
C -2.712 2.543 -0.001
C -2.998 3.827 0.420
C -3.352 4.049 1.743
C -3.423 2.991 2.633
C -3.144 1.699 2.213
C -1.509 -3.547 0.861
P -0.223 -2.733 -0.200
C 1.274 -3.766 0.033
C 1.350 -4.973 0.718
C 2.571 -5.617 0.853
C 3.712 -5.068 0.297
C 3.644 -3.867 -0.392
C 2.434 -3.211 -0.512
C -0.724 -3.242 -1.886
C -0.866 -4.588 -2.218
C -1.189 -4.950 -3.513
C -1.369 -3.977 -4.484
C -1.222 -2.638 -4.160
C -0.894 -2.268 -2.867
H -3.278 -2.883 -0.195
H -3.558 -3.491 1.434
H -2.219 -1.381 2.244
H -3.909 -1.208 1.750
H -3.164 -1.427 -2.486
H -5.341 -1.877 -3.530
H -7.417 -1.046 -2.484
H -7.300 0.293 -0.414
H -5.132 0.749 0.636
H -2.436 2.360 -1.033
H -2.951 4.651 -0.276
H -3.556 5.053 2.082
H -3.700 3.165 3.663
H -3.187 0.887 2.922
H -1.609 -4.588 0.538
H -1.124 -3.551 1.887
H 0.477 -5.414 1.175
H 2.634 -6.553 1.388
H 4.658 -5.570 0.419
H 4.535 -3.446 -0.829
H 2.371 -2.250 -1.024
H -0.705 -5.355 -1.473
H -1.294 -5.991 -3.775
H -1.617 -4.263 -5.494
H -1.360 -1.884 -4.919
H -0.762 -1.218 -2.612
F 0.294 -3.962 6.235
C 0.166 -2.963 5.360
C 0.953 -2.927 4.214
F 1.860 -3.870 3.962
C 0.763 -1.890 3.322
F 1.488 -1.820 2.138
C -0.185 -0.860 3.463
O -0.324 0.033 2.544
C -0.960 -0.934 4.644
F -1.908 -0.008 4.860
C -0.778 -1.954 5.564
F -1.541 -1.998 6.652
```